ORCA calculation (wB97M-V/def2-TZVPD) on 14 unconnected molecules or ions with the total composition C24H67Cl2F8NO17PS at a distorted geometry.

Charge: -1
HOMO-LUMO gap (eV): 8.474
Calculated total energy (eV): -129165.646
E_LUMO (eV): 1.979

XYZ file:
```
121
Properties=species:S:1:pos:R:3:forces:R:3
C 4.61291 -3.02924 2.15402 0.3 -1.0 1.0
C 3.09883 -2.69653 2.78797 1.3 0.1 -1.8
Cl 2.82822 -4.13300 3.98937 -0.1 1.7 -1.0
C 1.99099 -2.71626 1.53423 2.1 -2.6 0.5
P 0.62460 -1.40981 1.62157 -0.4 -1.7 5.5
Cl -0.63600 -2.83455 0.58035 -0.4 -0.3 -0.7
C -0.80151 -0.15311 1.83771 -2.0 2.6 0.1
C -2.29677 -0.63660 1.39182 -2.0 1.2 1.1
C -3.31089 0.61209 1.86827 0.0 3.7 -4.5
N -4.01578 0.66864 3.20509 0.8 -0.3 -1.3
O -3.47017 1.62081 0.99275 0.6 -5.7 5.6
C 0.02020 -2.20439 3.27673 -1.1 -0.1 1.9
C 0.62683 -1.44568 4.63769 0.3 -5.7 5.2
O 0.76905 -2.27140 5.71243 -0.6 6.7 -6.7
F 0.94636 -0.00598 4.73309 -0.9 -4.0 -0.3
S 1.02358 -0.52968 -0.28119 -3.2 -1.7 -10.9
O 1.72943 -1.43377 -1.34071 -0.4 2.7 4.1
O -0.31038 -0.15831 -1.05557 3.8 0.1 3.5
C 1.96661 1.08832 -0.26265 1.1 3.3 -2.4
F 2.37402 1.32388 -1.70038 -1.4 -0.7 4.5
F 1.15504 2.28483 0.09867 2.3 -3.5 -0.8
C 3.33714 1.12919 0.61214 2.7 0.4 -1.3
F 3.84357 -0.20836 0.98300 -1.9 4.4 -1.0
F 4.40520 1.72519 -0.27831 -3.1 -1.8 3.0
C 3.28087 2.18698 1.90794 1.8 0.2 2.2
F 3.38810 3.61663 1.46681 -0.9 -5.0 1.7
F 2.16081 1.92175 2.83567 3.9 1.4 -3.5
F 4.55470 1.91416 2.67262 -4.3 1.1 -2.3
H 5.19304 -3.70162 2.95167 -1.3 1.6 -1.6
H 4.54466 -3.70559 1.18222 0.0 1.8 1.9
H 5.26713 -2.06903 2.01394 -1.5 -1.7 -0.1
H 3.16029 -1.65953 3.32686 -0.3 -2.2 -0.6
H 1.48464 -3.79527 1.61198 1.1 2.5 -0.3
H 2.66473 -2.75670 0.59052 -1.5 0.4 1.4
H 1.58108 -0.53665 2.31600 -0.5 0.3 -0.6
H -0.91086 0.15890 2.98689 0.7 -0.9 -2.3
H -0.61507 0.89349 1.29387 -0.4 -2.3 1.0
H -2.48622 -0.72678 0.24107 0.7 0.0 2.4
H -2.71738 -1.56878 2.00875 1.3 1.8 -1.6
H -4.57644 -0.18782 3.41075 1.2 0.7 -0.2
H -3.31535 0.85799 3.95469 -0.9 -0.4 -0.8
H 0.19658 -3.38506 3.31389 0.1 2.9 0.5
H -1.16124 -2.11081 3.42984 2.6 0.0 -0.4
C 2.87228 -5.26738 -1.04643 -0.2 0.1 -0.2
O 3.63778 -4.07721 -1.00507 0.4 0.2 -0.5
H 2.89597 -5.73938 -0.06142 0.0 0.1 -0.2
H 1.83881 -5.02807 -1.30863 -0.1 -0.2 0.1
H 3.29828 -5.95024 -1.78553 -0.3 -0.1 0.2
H 3.59823 -3.68093 -1.89220 -0.1 0.0 0.6
C -0.32960 5.33691 1.08324 0.1 -0.3 -0.3
O 0.76059 5.93691 1.75829 0.8 0.2 0.3
H -1.23049 5.92629 1.26934 0.2 0.0 0.0
H -0.12685 5.31441 0.00971 -0.3 -0.1 0.1
H -0.47739 4.32131 1.45842 -0.2 0.0 -0.1
H 1.54508 5.39239 1.57478 -0.4 0.3 0.2
C -8.12960 1.38782 2.38142 0.3 0.0 0.0
O -7.03941 1.98782 3.05648 0.2 -0.2 0.0
H -9.03049 1.97720 2.56752 0.2 0.0 0.0
H -7.92685 1.36532 1.30789 -0.3 -0.2 -0.1
H -8.27739 0.37222 2.75660 -0.3 -0.1 -0.2
H -6.25492 1.44330 2.87297 0.0 0.5 0.2
C 2.58877 8.85572 -0.14043 -0.3 -0.2 0.1
O 2.35848 9.30913 1.18078 -0.1 -0.1 0.6
H 3.08216 9.64877 -0.70721 -0.1 -0.1 0.1
H 3.23263 7.97312 -0.11674 0.0 -0.1 -0.3
H 1.63493 8.61157 -0.61436 0.3 0.0 -0.2
H 1.92011 8.58487 1.65920 0.2 0.4 -0.2
C -2.62307 5.74393 -1.79394 -0.1 -0.2 0.0
O -1.24921 5.47814 -2.00859 0.4 -0.3 -0.5
H -2.72362 6.70595 -1.28599 0.1 -0.1 -0.1
H -3.14154 5.78582 -2.75493 -0.2 0.1 0.1
H -3.05400 4.95779 -1.16919 -0.2 0.1 0.0
H -1.19148 4.61902 -2.46045 0.1 0.4 0.3
C 1.86056 -6.14035 7.50849 0.0 0.3 -0.1
O 2.36695 -5.15578 6.62623 -0.2 0.1 0.3
H 2.49463 -7.02822 7.45158 0.0 0.2 0.0
H 1.86913 -5.75407 8.53065 -0.1 -0.2 0.2
H 0.84134 -6.40388 7.21562 -0.1 -0.2 0.2
H 1.78447 -4.38048 6.69845 0.4 -0.2 -0.3
C -5.09017 1.27273 -1.89145 0.2 0.0 0.0
O -6.32640 1.21468 -1.20400 -0.5 0.2 0.6
H -5.15548 0.65807 -2.79231 0.0 0.2 0.3
H -4.87706 2.30679 -2.17319 0.2 0.0 -0.1
H -4.29562 0.88806 -1.24745 0.1 0.1 -0.3
H -6.23819 1.76903 -0.40995 0.0 -0.3 -0.4
C 6.26395 -7.98986 -0.91152 0.0 0.1 -0.2
O 5.22129 -7.12198 -1.31632 0.0 0.0 -0.4
H 6.15285 -8.20594 0.15364 -0.1 0.1 -0.2
H 6.20401 -8.92214 -1.47839 0.2 -0.2 0.1
H 7.22890 -7.50714 -1.08436 0.2 -0.2 0.1
H 5.34607 -6.94827 -2.26493 -0.1 0.0 0.6
C -5.38365 -1.86647 -4.23300 0.3 -0.1 0.0
O -4.29346 -1.26647 -3.55794 0.5 -0.3 -0.1
H -6.28453 -1.27709 -4.04690 0.2 0.0 0.0
H -5.18089 -1.88897 -5.30653 -0.3 -0.1 -0.1
H -5.53143 -2.88206 -3.85782 -0.2 -0.1 -0.1
H -3.50896 -1.81098 -3.74145 -0.3 0.4 0.3
C 1.08877 8.01586 -4.17458 -0.1 -0.1 0.1
O 0.85848 8.46927 -2.85337 -0.2 -0.1 0.3
H 1.58216 8.80891 -4.74136 -0.1 -0.1 0.1
H 1.73263 7.13326 -4.15088 0.0 0.0 -0.3
H 0.13493 7.77172 -4.64851 0.1 -0.1 -0.2
H 0.42011 7.74502 -2.37495 0.2 0.3 -0.2
C 1.57792 -8.51857 -1.61765 -0.2 0.0 0.0
O 0.82625 -7.82455 -0.63910 -0.5 0.0 0.1
H 2.63956 -8.43946 -1.37216 -0.2 0.1 0.0
H 1.28518 -9.57135 -1.62434 0.2 -0.1 -0.2
H 1.39910 -8.07326 -2.59936 0.2 -0.1 -0.2
H -0.11092 -7.91226 -0.88326 0.5 0.2 0.3
C -0.22307 8.36063 -7.51938 0.0 -0.2 -0.1
O 1.15079 8.09484 -7.73404 0.3 -0.4 -0.2
H -0.32362 9.32265 -7.01144 0.1 -0.2 -0.1
H -0.74154 8.40251 -8.48038 -0.2 0.1 0.1
H -0.65400 7.57448 -6.89464 -0.3 0.1 0.0
H 1.20852 7.23571 -8.18590 0.1 0.5 0.3
C -2.02208 -5.02526 -1.92191 -0.1 0.1 0.1
O -2.77375 -4.33125 -0.94336 -0.6 -0.1 0.0
H -0.96044 -4.94616 -1.67642 -0.2 0.1 0.1
H -2.31482 -6.07804 -1.92860 0.1 -0.2 -0.2
H -2.20090 -4.57996 -2.90362 0.2 -0.2 -0.2
H -3.71092 -4.41895 -1.18752 0.5 0.1 0.2
```
Forces are in eV/Å.